Here is 12 unconnected molecules or ions with the total composition C52H124N4O20 from OMol25. Energies are from ωB97M-V/def2-TZVPD.

Values from the calculation:
**Orbital gap**: 0.313 Eh
**Relative energy (zero: lowest compared OMol25 entry of this formula, charge and spin)**: 33.08 kcal/mol
**Structure (SMILES)**: CC1(C)CCCC(C)(C)N1O.CC1(C)CCCC(C)(C)N1O.CC1(C)CCCC(C)(C)N1O.CC1(C)CCCC(C)(C)N1O.OCCO.OCCO.OCCO.OCCO.OCCO.OCCO.OCCO.OCCO

Last column: Mulliken charge in e.
CARTESIAN COORDINATES (ANGSTROEM)
C1 7.337 -0.465 2.941  -2.473
C2 8.197 0.295 3.961  2.724
C3 8.441 -0.568 5.177  -1.597
C4 9.569 0.532 3.294  -1.824
C5 10.300 1.780 3.811  -0.449
C6 9.352 2.927 3.993  0.786
C7 8.129 2.693 4.878  2.046
C8 8.586 2.642 6.342  -0.766
C9 7.177 3.899 4.728  -1.141
N1 7.434 1.527 4.317  1.778
O1 6.259 1.255 5.038  -0.460
H1 7.083 0.162 2.089  0.051
H2 7.788 -1.410 2.628  0.474
H3 6.416 -0.794 3.432  0.402
H4 8.709 -1.550 4.784  0.441
H5 9.160 -0.129 5.870  -0.307
H6 7.560 -0.684 5.812  0.138
H7 10.218 -0.301 3.570  0.578
H8 9.569 0.567 2.201  0.252
H9 10.784 1.403 4.718  -0.121
H10 11.102 2.122 3.153  0.580
H11 9.047 3.387 3.046  -0.646
H12 9.927 3.735 4.465  -0.531
H13 7.714 2.456 6.978  0.402
H14 8.997 3.579 6.718  -0.200
H15 9.301 1.839 6.524  -0.630
H16 7.558 4.888 4.984  -0.109
H17 6.227 3.823 5.260  0.483
H18 6.887 3.859 3.672  -0.367
H19 5.601 1.163 4.325  0.387
C10 7.512 6.567 7.291  -1.868
C11 7.296 7.316 8.625  2.100
C12 5.967 6.929 9.305  -1.797
C13 8.437 6.922 9.576  -0.671
C14 8.664 7.860 10.743  -0.919
C15 8.679 9.323 10.276  -1.207
C16 7.566 9.785 9.328  1.580
C17 6.283 10.100 10.161  -1.720
C18 8.039 11.047 8.594  -1.872
N2 7.335 8.751 8.317  0.214
O2 6.325 9.144 7.424  -0.458
H20 6.989 5.615 7.232  0.239
H21 7.063 7.218 6.538  0.581
H22 8.579 6.510 7.080  -0.119
H23 5.811 5.861 9.122  0.483
H24 5.935 7.102 10.377  0.300
H25 5.092 7.352 8.805  0.395
H26 8.363 5.887 9.911  0.458
H27 9.390 6.989 9.034  -0.249
H28 7.872 7.749 11.493  0.415
H29 9.581 7.586 11.266  0.432
H30 9.631 9.528 9.781  0.410
H31 8.542 10.018 11.107  0.457
H32 5.915 9.315 10.814  0.286
H33 5.459 10.508 9.568  0.425
H34 6.524 10.976 10.773  0.481
H35 8.404 11.743 9.357  0.406
H36 7.213 11.535 8.082  0.386
H37 8.893 10.882 7.941  0.368
H38 5.493 9.085 7.925  0.353
C19 8.033 5.959 -2.853  -1.894
C20 8.464 4.546 -2.469  1.623
C21 8.732 3.705 -3.725  -1.836
C22 9.835 4.669 -1.787  -1.420
C23 10.305 3.392 -1.113  -1.213
C24 9.320 3.013 -0.037  0.851
C25 7.872 2.859 -0.593  1.951
C26 7.868 1.441 -1.212  -1.945
C27 6.960 2.870 0.628  -0.611
N3 7.515 3.978 -1.477  1.134
O3 6.231 3.715 -2.064  -0.590
H39 7.458 6.490 -2.097  0.248
H40 8.880 6.578 -3.156  0.388
H41 7.429 5.929 -3.766  0.410
H42 9.376 4.150 -4.479  0.352
H43 9.064 2.705 -3.447  0.359
H44 7.793 3.482 -4.248  0.430
H45 10.611 4.996 -2.483  0.592
H46 9.870 5.440 -1.008  0.308
H47 10.446 2.631 -1.884  0.375
H48 11.288 3.482 -0.642  0.576
H49 9.218 3.752 0.765  -0.745
H50 9.732 2.119 0.437  -0.298
H51 7.004 1.233 -1.849  0.411
H52 7.783 0.755 -0.370  0.376
H53 8.743 1.293 -1.841  0.309
H54 7.222 2.167 1.416  -0.752
H55 5.904 2.684 0.392  0.555
H56 6.890 3.892 1.020  -0.359
H57 5.675 4.264 -1.500  0.323
C28 9.162 -8.528 3.919  -1.774
C29 7.808 -7.948 3.498  1.692
C30 6.831 -9.155 3.387  -2.051
C31 7.211 -7.100 4.619  -1.641
C32 7.924 -5.723 4.731  -0.406
C33 7.645 -5.049 3.397  -0.292
C34 8.204 -5.812 2.193  1.829
C35 7.718 -5.085 0.950  -1.887
C36 9.752 -5.688 2.252  -1.675
N4 7.742 -7.190 2.251  0.406
O4 8.163 -7.958 1.161  -0.507
H58 9.704 -8.992 3.092  0.366
H59 9.801 -7.792 4.408  0.310
H60 9.057 -9.344 4.638  0.453
H61 7.228 -9.848 2.642  0.434
H62 6.623 -9.639 4.339  0.400
H63 5.859 -8.843 2.994  0.459
H64 6.151 -7.011 4.371  0.427
H65 7.249 -7.599 5.589  0.468
H66 7.403 -5.175 5.518  0.332
H67 8.981 -5.853 4.944  0.341
H68 7.963 -4.001 3.341  -0.568
H69 6.565 -4.867 3.334  0.429
H70 6.658 -5.360 0.877  0.497
H71 8.216 -5.358 0.020  0.363
H72 7.711 -3.996 1.012  0.257
H73 10.186 -6.162 3.129  0.332
H74 10.049 -4.639 2.187  0.391
H75 10.224 -6.144 1.377  0.359
H76 7.393 -8.120 0.605  0.334
O5 11.113 7.795 5.380  -0.658
C37 11.021 6.372 5.331  0.194
C38 11.492 5.916 6.711  0.050
O6 11.414 4.502 6.973  -0.368
H77 10.292 8.167 5.712  0.341
H78 10.030 6.087 4.982  -0.421
H79 11.753 5.936 4.645  0.721
H80 10.910 6.471 7.459  -0.412
H81 12.523 6.238 6.889  0.379
H82 11.154 4.479 7.898  0.252
O7 2.664 1.617 1.108  -0.577
C39 3.251 0.296 0.942  -0.320
C40 3.542 -0.212 2.353  -0.618
O8 4.269 0.716 3.118  -0.184
H83 2.626 2.040 0.241  0.256
H84 2.552 -0.280 0.331  0.346
H85 4.172 0.471 0.376  0.102
H86 4.103 -1.131 2.145  0.353
H87 2.643 -0.553 2.869  0.367
H88 3.708 1.515 3.146  0.089
O9 4.878 -1.690 9.742  -0.508
C41 4.896 -0.287 9.532  -0.684
C42 5.683 -0.023 8.258  0.706
O10 4.938 -0.102 7.070  -0.542
H89 4.174 -1.868 10.378  0.292
H90 3.893 0.161 9.497  0.360
H91 5.317 0.310 10.356  0.326
H92 6.617 -0.600 8.207  -0.208
H93 6.148 0.970 8.405  -0.016
H94 5.453 0.391 6.406  0.568
O11 17.198 1.768 3.350  -0.535
C43 16.047 1.500 2.553  -0.540
C44 14.786 1.717 3.381  -0.073
O12 14.455 3.127 3.426  -0.504
H95 17.168 2.694 3.613  0.303
H96 16.050 2.158 1.683  0.286
H97 16.123 0.463 2.235  0.337
H98 14.946 1.399 4.410  0.340
H99 13.897 1.247 2.955  0.110
H100 14.267 3.357 4.338  0.294
O13 2.381 5.023 0.826  -0.490
C45 2.673 5.652 2.087  -0.675
C46 3.536 4.670 2.879  0.170
O14 2.822 3.468 3.077  -0.555
H101 1.430 5.107 0.708  0.284
H102 3.244 6.556 1.855  0.324
H103 1.800 5.954 2.666  0.359
H104 3.854 5.077 3.841  0.422
H105 4.473 4.566 2.316  -0.212
H106 2.712 3.115 2.169  0.430
O15 10.159 7.876 1.975  -0.575
C47 9.761 6.510 1.924  0.068
C48 8.269 6.364 1.920  0.737
O16 7.665 6.647 0.670  -0.730
H107 11.117 7.911 1.909  0.366
H108 10.199 6.020 1.046  -0.055
H109 10.251 5.935 2.718  -0.091
H110 7.809 7.049 2.634  0.516
H111 8.012 5.363 2.277  -0.589
H112 7.317 5.872 0.217  0.330
O17 13.330 1.076 9.663  -0.526
C49 12.491 0.074 9.144  -0.640
C50 11.707 0.568 7.945  0.353
O18 12.534 0.523 6.775  -0.499
H113 13.793 0.799 10.456  0.300
H114 13.108 -0.775 8.834  0.314
H115 11.735 -0.340 9.826  0.358
H116 11.229 1.536 8.122  -0.023
H117 10.839 -0.079 7.806  0.018
H118 13.124 1.282 6.833  0.311
O19 8.806 -2.166 7.872  -0.379
C51 9.766 -2.883 7.079  0.369
C52 10.509 -3.806 8.039  -0.573
O20 9.743 -4.929 8.479  -0.517
H119 8.145 -2.768 8.226  0.263
H120 9.324 -3.403 6.230  -0.483
H121 10.504 -2.148 6.758  0.331
H122 10.965 -3.318 8.905  0.271
H123 11.398 -4.195 7.529  0.405
H124 8.884 -4.597 8.759  0.331

***

Here is 2 unconnected molecules or ions with the total composition C3H7N4O2S2 from OMol25. Energies are from ωB97M-V/def2-TZVPD.

Values from the calculation:
**Orbital gap**: 0.250 Eh
**Relative energy (zero: lowest compared OMol25 entry of this formula, charge and spin)**: 28.22 kcal/mol
**Net charge**: +1

Last column: Mulliken charge in e.
CARTESIAN COORDINATES (ANGSTROEM)
C1 2.081 -1.475 0.264  0.473
C2 -0.274 -0.862 0.003  0.010
C3 0.010 1.240 1.170  -0.880
N1 1.838 -0.300 0.785  -0.801
N2 0.454 -0.059 0.694  0.672
N3 3.256 -2.045 0.265  -0.313
N4 -3.472 -0.886 -1.392  -0.286
O1 -3.416 -1.809 1.022  -0.386
O2 -3.229 0.684 0.667  -0.391
S1 0.608 -2.205 -0.559  -0.109
S2 -3.120 -0.685 0.189  1.085
H1 -0.525 1.010 2.203  0.295
H2 0.808 1.836 1.420  0.358
H3 -0.652 1.780 0.471  0.304
H4 4.015 -1.581 0.645  0.228
H5 3.491 -2.831 -0.218  0.176
H6 -4.139 -1.609 -1.670  0.286
H7 -3.112 -0.331 -2.164  0.278

***

Number 1: lowest unoccupied orbital energy 0.306 eV, energy -102835.70532 eV, molecular weight 1125.57 g mol⁻¹. Number 2: lowest unoccupied orbital energy -6.141 eV, energy -34939.52061 eV, molecular weight 195.25 g mol⁻¹.